# 1
A molecular structure, C28H30I2N2O9P3STeTi in a non-equilibrium geometry, computed with wB97M-V/def2-TZVPD.

calculated total energy: -136255.1941 eV
gap between HOMO and LUMO (spin up / spin down): 4.92 / 4.82 eV
charge: -1

```
77
C28H30I2N2O9P3STeTi | OMol25 | wB97M-V/def2-TZVPD
Ti 0.915 0.715 -0.951
N -2.095 0.708 1.111
C -2.134 0.039 2.316
C -2.975 0.489 3.337
C -3.012 -0.159 4.555
C -2.215 -1.275 4.785
C -1.374 -1.716 3.778
C -1.315 -1.075 2.547
P -0.146 -1.540 1.240
C 1.035 -2.638 2.070
C 0.749 -3.979 2.313
C 1.675 -4.791 2.947
C 2.897 -4.273 3.341
C 3.193 -2.941 3.099
C 2.268 -2.132 2.464
C -1.103 -2.704 0.211
C -0.422 -3.533 -0.682
C -1.127 -4.365 -1.534
C -2.514 -4.377 -1.516
C -3.197 -3.559 -0.632
C -2.496 -2.728 0.230
H -1.819 0.207 0.280
H -2.805 1.402 0.941
H -3.598 1.359 3.159
H -3.669 0.211 5.332
H -2.239 -1.786 5.737
H -0.727 -2.565 3.958
H -0.197 -4.397 1.989
H 1.449 -5.837 3.104
H 3.636 -4.916 3.799
H 4.163 -2.542 3.362
H 2.525 -1.107 2.236
H 0.661 -3.546 -0.700
H -0.582 -5.007 -2.213
H -3.061 -5.024 -2.191
H -4.280 -3.563 -0.607
H -3.041 -2.110 0.934
C -2.205 1.766 -4.637
C -1.243 0.683 -4.162
O -1.225 -0.391 -5.116
P 0.501 1.289 -4.171
O 0.555 2.837 -4.427
O 1.040 0.731 -5.536
O 1.291 0.825 -2.994
P -1.842 -0.116 -2.586
O -2.900 0.887 -1.909
O -2.479 -1.373 -3.027
O -0.688 -0.177 -1.583
H -1.888 2.142 -5.609
H -2.246 2.592 -3.927
H -3.197 1.327 -4.745
H -1.698 -1.137 -4.687
H 0.675 3.365 -3.618
H 0.509 -0.056 -5.763
H -3.784 0.507 -1.974
Te -0.655 3.130 -1.101
C 0.672 4.769 -1.187
C 0.269 6.065 -1.002
C 1.287 7.021 -1.243
C 2.461 6.445 -1.614
S 2.328 4.739 -1.675
H -0.736 6.327 -0.709
H 1.154 8.086 -1.126
H 3.396 6.932 -1.825
O 2.571 1.970 -0.843
C 2.559 1.934 0.418
C 3.653 2.330 1.359
C 2.997 2.048 2.708
C 1.637 1.417 2.374
O 0.834 1.005 3.167
N 1.471 1.429 0.982
H 3.941 3.367 1.185
H 4.519 1.697 1.146
H 2.817 2.949 3.294
H 3.552 1.350 3.336
I 2.710 -1.309 -1.017
I 4.365 -4.345 -0.307
```

Mulliken population analysis, charges in e, atoms 1 to 5: atom 1 (Ti): 1.135, atom 2 (N): 0.338, atom 3 (C): 0.258, atom 4 (C): -0.675, atom 5 (C): -0.618


# 2
A single C28H30N2OS2 molecule in a non-equilibrium geometry, computed with wB97M-V/def2-TZVPD.

calculated total energy: -56220.0285 eV
gap between HOMO and LUMO: 7.94 eV

```
63
C28H30N2OS2 | OMol25 | wB97M-V/def2-TZVPD
S -0.089 2.883 0.697
C -0.968 1.759 1.544
S -0.350 0.289 2.256
C 1.238 -0.068 1.442
C 0.991 -0.669 0.115
C 0.661 0.068 -0.975
N 0.425 -0.423 -2.207
C 0.439 -1.863 -2.467
C 1.750 -2.574 -2.206
C 2.946 -2.078 -2.732
C 4.146 -2.760 -2.493
C 4.150 -3.941 -1.739
C 2.951 -4.433 -1.210
C 1.750 -3.766 -1.468
C 0.053 0.482 -3.298
C -0.990 1.505 -2.905
C -1.978 1.215 -1.959
C -2.898 2.196 -1.582
C -2.846 3.469 -2.160
C -1.897 3.740 -3.156
C -0.978 2.756 -3.533
C 2.071 -1.000 2.325
C 1.678 -2.321 2.522
C 2.551 -3.205 3.170
C 3.784 -2.741 3.648
C 4.144 -1.399 3.490
C 3.270 -0.521 2.848
N -2.329 1.921 1.762
C -2.785 3.322 1.798
C -4.304 3.409 1.808
O -4.896 2.467 2.712
C -4.518 1.117 2.412
C -3.023 0.931 2.590
H 1.732 0.913 1.376
H 1.066 -1.752 0.044
H 0.501 1.155 -0.826
H -0.354 -2.347 -1.871
H 0.183 -1.979 -3.530
H 2.931 -1.162 -3.330
H 5.077 -2.373 -2.907
H 5.084 -4.481 -1.561
H 2.937 -5.346 -0.609
H 0.796 -4.158 -1.096
H -0.289 -0.132 -4.139
H 0.959 1.015 -3.632
H -2.022 0.228 -1.492
H -3.662 1.951 -0.844
H -3.559 4.237 -1.852
H -1.871 4.717 -3.646
H -0.228 2.944 -4.309
H 0.706 -2.658 2.151
H 2.265 -4.248 3.292
H 4.467 -3.437 4.142
H 5.106 -1.023 3.845
H 3.499 0.540 2.727
H -2.398 3.840 2.698
H -2.384 3.847 0.919
H -4.628 4.390 2.187
H -4.688 3.254 0.777
H -4.788 0.838 1.374
H -5.068 0.499 3.140
H -2.767 1.046 3.661
H -2.751 -0.083 2.263
```

natural (NBO) population analysis, charges in e, atoms 1 to 5: atom 1 (S): -0.173, atom 2 (C): -0.060, atom 3 (S): 0.292, atom 4 (C): -0.382, atom 5 (C): -0.375


# 3
2 unconnected molecules or ions with the total composition C28H30N4O3 in a non-equilibrium geometry, computed with wB97M-V/def2-TZVPD.

calculated total energy: -41623.6608 eV
gap between HOMO and LUMO: 5.19 eV
ΔE to the lowest compared entry with this formula, charge and spin: 91.8 kcal per mole

```
65
C28H30N4O3 | OMol25 | wB97M-V/def2-TZVPD
C 2.873 -0.354 -5.803
C 2.119 0.904 -5.453
O 1.442 0.682 -4.199
C 0.529 1.671 -3.918
C -0.101 1.449 -2.654
C -1.003 2.400 -2.254
N -1.802 3.150 -1.814
O 0.298 2.591 -4.700
H 3.539 -0.155 -6.644
H 3.469 -0.717 -4.960
H 2.174 -1.141 -6.104
H 2.808 1.755 -5.339
H 1.382 1.141 -6.231
H 0.410 0.796 -1.956
C -0.090 2.164 4.431
N 0.234 1.228 3.381
C 1.428 0.566 3.356
O 2.339 0.701 4.169
C 1.415 -0.348 2.125
C 1.539 -1.837 2.465
C 2.809 -2.171 3.215
C 2.743 -2.655 4.525
C 3.915 -2.854 5.256
C 5.161 -2.618 4.658
C 5.226 -2.193 3.326
C 4.050 -1.977 2.600
N 0.134 -0.007 1.502
C -0.229 -0.547 0.326
C -1.408 -0.233 -0.345
C -1.646 -0.571 -1.673
C -2.912 -0.388 -2.329
C -3.207 -1.070 -3.539
C -4.404 -0.865 -4.201
C -5.355 0.030 -3.680
C -6.591 0.263 -4.375
N -7.603 0.447 -4.935
C -5.095 0.696 -2.476
C -3.893 0.499 -1.812
C -0.658 0.975 2.257
C -1.981 0.387 2.776
C -0.906 2.276 1.484
H 0.710 2.151 5.175
H -0.194 3.179 4.026
H -1.038 1.888 4.906
H 2.255 -0.052 1.465
H 0.662 -2.125 3.067
H 1.501 -2.392 1.516
H 1.760 -2.835 4.969
H 3.851 -3.183 6.294
H 6.078 -2.770 5.231
H 6.191 -2.015 2.847
H 4.081 -1.639 1.561
H 0.480 -1.265 -0.107
H -2.168 0.338 0.187
H -0.906 -1.193 -2.188
H -2.469 -1.770 -3.937
H -4.622 -1.387 -5.135
H -5.837 1.387 -2.069
H -3.690 1.065 -0.901
H -1.772 -0.484 3.414
H -2.506 1.149 3.367
H -2.634 0.070 1.961
H 0.056 2.713 1.183
H -1.496 2.113 0.581
H -1.443 2.985 2.128
```

natural (NBO) population analysis, charges in e, atoms 1 to 5: atom 1 (C): -0.623, atom 2 (C): -0.073, atom 3 (O): -0.538, atom 4 (C): 0.747, atom 5 (C): -0.609


What is the formula in the first record? C28H30I2N2O9P3STeTi